(1)
C40H50FN2O10P2Pt | the ωB97M-V functional and the def2-TZVPD basis

Last column: Mulliken spin population.
CARTESIAN COORDINATES (ANGSTROEM)
Pt (6.42, -21.77, 1.91)  1.40
O (9.90, -23.79, 3.66)  0.88
C (8.80, -23.34, 3.29)  -0.03
O (8.40, -23.30, 2.12)  0.18
C (7.91, -22.82, 4.43)  0.06
P (6.24, -23.08, 3.78)  0.00
C (5.15, -22.61, 5.14)  0.04
C (5.23, -21.33, 5.68)  0.01
C (4.48, -20.98, 6.79)  0.00
C (3.56, -21.88, 7.33)  0.01
C (3.43, -23.13, 6.77)  0.00
C (4.25, -23.51, 5.72)  0.02
C (6.15, -24.87, 3.53)  -0.01
C (6.27, -25.72, 4.61)  0.00
C (6.29, -27.10, 4.42)  0.00
C (6.14, -27.60, 3.13)  0.00
C (6.11, -26.75, 2.03)  0.01
C (6.13, -25.38, 2.23)  0.02
H (8.07, -21.77, 4.62)  0.00
H (8.20, -23.37, 5.33)  0.00
H (5.91, -20.60, 5.25)  0.00
H (4.56, -20.00, 7.23)  0.00
H (2.95, -21.61, 8.18)  0.00
H (2.70, -23.84, 7.15)  0.00
H (4.14, -24.49, 5.27)  0.00
H (6.32, -25.32, 5.62)  0.00
H (6.39, -27.77, 5.27)  0.00
H (6.14, -28.66, 2.96)  0.00
H (6.09, -27.14, 1.03)  0.00
H (6.08, -24.70, 1.38)  0.02
C (-1.86, -23.06, 1.40)  0.00
C (-1.40, -21.65, 1.01)  -0.01
C (-1.79, -21.28, -0.41)  0.00
C (-1.42, -19.82, -0.67)  0.00
C (0.01, -19.56, -0.34)  0.00
C (0.70, -18.49, -0.91)  0.01
C (2.01, -18.22, -0.58)  0.00
F (2.63, -17.18, -1.10)  0.00
C (2.72, -18.94, 0.31)  0.01
C (2.06, -20.06, 0.89)  0.01
C (2.83, -20.95, 1.83)  0.04
O (3.93, -20.64, 2.32)  0.09
C (2.18, -22.20, 2.04)  0.08
C (0.83, -22.38, 1.75)  0.05
N (0.09, -21.48, 1.12)  0.03
C (0.72, -20.36, 0.56)  -0.01
C (2.86, -23.39, 2.54)  0.05
O (2.09, -23.84, 3.51)  0.71
O (3.90, -23.88, 2.15)  0.02
H (-2.95, -23.14, 1.27)  0.00
H (-1.64, -23.30, 2.45)  0.00
H (-1.41, -23.83, 0.77)  0.00
H (-1.86, -20.96, 1.71)  0.00
H (-2.87, -21.38, -0.55)  0.00
H (-1.29, -21.94, -1.14)  0.00
H (-2.04, -19.11, -0.08)  0.00
H (-1.63, -19.58, -1.70)  0.00
H (0.20, -17.85, -1.63)  0.00
H (3.73, -18.72, 0.57)  0.00
H (0.39, -23.30, 2.11)  -0.02
C (6.83, -17.03, 0.07)  0.00
N (6.27, -18.26, 0.60)  0.01
C (6.01, -18.29, 2.04)  0.02
C (6.22, -19.35, -0.16)  0.00
C (6.64, -19.22, -1.60)  0.01
O (5.79, -20.47, 0.25)  0.03
H (6.86, -16.30, 0.88)  0.00
H (6.20, -16.61, -0.70)  0.00
H (7.84, -17.18, -0.29)  0.00
H (6.95, -18.31, 2.59)  0.01
H (5.35, -19.11, 2.34)  0.00
H (5.48, -17.36, 2.32)  0.00
H (7.66, -18.84, -1.67)  0.00
H (6.02, -18.48, -2.10)  0.00
H (6.54, -20.21, -2.04)  0.00
C (8.93, -22.90, -0.93)  -0.01
C (9.77, -21.67, -1.24)  0.00
C (9.47, -21.14, -2.66)  0.00
C (11.27, -21.95, -1.08)  0.00
O (9.39, -20.53, -0.38)  0.01
P (9.40, -20.32, 1.21)  0.02
O (10.33, -21.22, 1.93)  0.00
O (7.95, -20.32, 1.74)  0.20
O (9.64, -18.74, 1.27)  0.01
C (10.81, -17.98, 0.89)  0.00
C (10.78, -16.76, 1.82)  0.00
C (10.65, -17.49, -0.55)  0.00
C (12.10, -18.77, 1.07)  0.00
H (9.02, -23.67, -1.71)  0.00
H (7.86, -22.66, -0.82)  0.00
H (9.30, -23.33, 0.02)  0.00
H (9.78, -21.84, -3.44)  0.00
H (10.02, -20.22, -2.84)  0.00
H (8.40, -20.93, -2.82)  0.00
H (11.57, -22.77, -1.73)  0.00
H (11.46, -22.19, -0.02)  0.00
H (11.82, -21.06, -1.34)  0.00
H (9.87, -16.18, 1.67)  0.00
H (11.61, -16.11, 1.66)  0.00
H (10.75, -17.06, 2.88)  0.00
H (9.74, -16.87, -0.64)  0.00
H (10.56, -18.36, -1.23)  0.00
H (11.49, -16.86, -0.85)  0.00
H (12.25, -19.03, 2.12)  0.00
H (12.97, -18.20, 0.74)  0.00
H (12.07, -19.71, 0.51)  0.00

Computed properties:
Charge: +1
HOMO (spin up / spin down) (eV): -10.93 / -11.29
Multiplicity: 5
Relative energy (zero: lowest compared OMol25 entry of this formula, charge and spin) (eV): 0.000



(2)
C5H6O2 | the ωB97M-V functional and the def2-TZVPD basis

Last column: Mulliken charge in e.
CARTESIAN COORDINATES (ANGSTROEM)
O (0.61, 2.02, -0.11)  -0.51
C (0.26, 0.88, 0.13)  0.57
C (1.26, -0.26, -0.10)  -0.24
O (1.28, -0.59, -1.50)  -0.20
C (0.20, -0.24, -2.13)  -0.29
C (-1.38, -0.42, 1.49)  -0.66
C (-1.09, 0.61, 0.69)  -0.16
H (1.04, -1.18, 0.44)  0.23
H (2.26, 0.08, 0.15)  0.28
H (0.42, -0.54, -3.17)  0.21
H (-0.66, -1.19, 1.74)  0.19
H (-2.37, -0.53, 1.93)  0.26
H (-1.82, 1.37, 0.46)  0.32

Computed properties:
Charge: 0
HOMO (eV): -8.93
Multiplicity: 1
Relative energy (zero: lowest compared OMol25 entry of this formula, charge and spin) (eV): 4.209



(3)
C4H14N2O | the ωB97M-V functional and the def2-TZVPD basis

Last column: Mulliken charge in e.
CARTESIAN COORDINATES (ANGSTROEM)
C (2.39, 1.43, -1.25)  -0.92
N (1.02, 0.95, -1.12)  -0.26
C (0.37, 0.80, 0.19)  -0.75
C (-1.12, 0.38, 0.03)  0.27
C (-1.57, 0.09, 1.48)  -1.09
N (-1.26, -0.79, -0.82)  -0.53
H (2.48, 2.45, -0.87)  0.28
H (2.53, 1.44, -2.33)  0.35
H (3.17, 0.84, -0.79)  0.29
H (0.82, 0.17, -1.70)  0.11
H (0.36, 1.76, 0.71)  0.38
H (0.98, 0.12, 0.79)  0.26
H (-1.56, 1.29, -0.39)  0.31
H (-2.60, -0.27, 1.51)  0.33
H (-1.03, -0.78, 1.85)  0.20
H (-1.35, 0.93, 2.12)  0.37
H (-0.76, -0.70, -1.70)  0.17
H (-2.22, -0.89, -1.13)  0.24
O (-0.17, -3.19, 0.78)  -0.63
H (0.13, -2.39, 1.17)  0.29
H (-0.60, -3.66, 1.50)  0.32

Computed properties:
Charge: 0
HOMO (eV): -8.50
Multiplicity: 1
Relative energy (zero: lowest compared OMol25 entry of this formula, charge and spin) (eV): 1.622



(4)
C17H23F2N3OS | the ωB97M-V functional and the def2-TZVPD basis

Last column: Mulliken charge in e.
CARTESIAN COORDINATES (ANGSTROEM)
C (0.94, -2.12, -0.48)  -0.23
C (2.28, -2.75, -0.05)  -1.12
N (3.39, -1.84, 0.15)  0.30
C (3.63, -0.88, -0.90)  0.03
C (4.04, -1.57, -2.21)  -1.57
C (3.61, -1.39, 1.50)  -1.17
C (2.60, -0.40, 2.12)  -0.56
N (2.60, 0.89, 1.47)  -0.06
C (1.52, 1.42, 0.87)  0.49
N (0.32, 0.96, 0.91)  -0.37
C (-0.57, 1.77, 0.25)  -0.65
C (-1.98, 1.38, 0.24)  0.26
C (-2.32, 0.04, 0.16)  -0.71
C (-3.64, -0.37, 0.15)  -0.49
C (-4.64, 0.59, 0.21)  0.84
O (-6.02, 0.31, 0.19)  -0.39
C (-6.46, -0.95, 0.10)  0.41
F (-6.05, -1.74, 1.13)  -0.25
F (-6.05, -1.59, -1.02)  -0.25
C (-4.32, 1.93, 0.30)  -0.54
C (-3.00, 2.33, 0.32)  -0.53
C (-0.03, 2.87, -0.34)  0.85
C (-0.66, 3.92, -1.19)  -1.57
S (1.70, 2.93, -0.04)  -0.33
H (0.17, -2.88, -0.43)  0.53
H (1.00, -1.75, -1.50)  0.23
H (0.67, -1.29, 0.18)  -0.26
H (2.58, -3.48, -0.81)  0.34
H (2.13, -3.29, 0.88)  0.43
H (2.76, -0.23, -1.09)  0.02
H (4.46, -0.24, -0.58)  0.46
H (3.20, -2.11, -2.64)  0.30
H (4.37, -0.82, -2.93)  0.45
H (4.85, -2.26, -2.02)  0.35
H (3.65, -2.27, 2.15)  0.41
H (4.60, -0.92, 1.53)  0.44
H (1.58, -0.79, 2.07)  0.30
H (2.86, -0.27, 3.18)  0.34
H (3.49, 1.33, 1.32)  0.25
H (-1.54, -0.70, 0.12)  0.37
H (-3.87, -1.42, 0.08)  0.39
H (-7.56, -0.93, 0.10)  0.16
H (-5.12, 2.66, 0.37)  0.44
H (-2.76, 3.37, 0.43)  0.49
H (-0.89, 4.81, -0.61)  0.30
H (0.02, 4.21, -1.99)  0.44
H (-1.58, 3.54, -1.64)  0.45

Computed properties:
Charge: 0
HOMO (eV): -7.51
Multiplicity: 1
Relative energy (zero: lowest compared OMol25 entry of this formula, charge and spin) (eV): 0.164



(5)
C28H36Cl5N4O5P2S3W | the ωB97M-V functional and the def2-TZVPD basis

Last column: Mulliken spin population.
CARTESIAN COORDINATES (ANGSTROEM)
W (1.13, 1.28, -0.36)  2.74
O (0.42, 3.27, -0.53)  0.03
N (0.60, 4.11, 0.48)  0.02
C (-0.25, 5.16, 0.53)  0.01
C (-0.13, 6.12, 1.49)  0.00
C (0.89, 5.99, 2.44)  0.01
C (1.73, 4.91, 2.38)  0.01
C (1.59, 3.93, 1.39)  0.02
S (2.60, 2.54, 1.30)  -0.03
H (-0.99, 5.15, -0.26)  0.00
H (-0.82, 6.95, 1.50)  0.00
H (1.01, 6.73, 3.22)  0.00
H (2.52, 4.77, 3.11)  0.00
Cl (-1.26, -1.19, -0.36)  0.06
C (-1.44, -0.07, -1.69)  -0.15
C (-0.47, 0.91, -1.89)  0.13
C (-0.71, 1.72, -3.01)  0.05
Cl (0.37, 3.03, -3.41)  0.00
C (-1.79, 1.56, -3.87)  -0.02
Cl (-2.01, 2.59, -5.24)  0.00
C (-2.73, 0.57, -3.61)  0.03
Cl (-4.09, 0.36, -4.65)  0.00
C (-2.56, -0.24, -2.50)  -0.03
Cl (-3.74, -1.46, -2.16)  0.00
C (2.89, -0.78, 2.33)  0.02
P (2.30, -0.77, 0.60)  0.00
C (1.71, -2.47, 0.41)  0.05
C (3.97, -0.78, -0.19)  0.01
C (3.95, -0.45, -1.67)  0.04
P (3.02, 1.10, -2.04)  -0.04
C (4.28, 2.40, -1.85)  0.02
C (2.91, 0.96, -3.85)  0.03
H (3.80, -1.38, 2.38)  0.00
H (2.13, -1.21, 2.97)  0.00
H (3.10, 0.23, 2.68)  0.00
H (2.45, -3.16, 0.81)  0.00
H (1.51, -2.70, -0.64)  -0.03
H (0.77, -2.57, 0.97)  0.00
H (4.44, -1.75, -0.01)  0.00
H (4.56, -0.04, 0.36)  0.01
H (3.46, -1.24, -2.24)  -0.03
H (4.96, -0.34, -2.07)  0.00
H (5.10, 2.23, -2.54)  0.00
H (4.64, 2.43, -0.83)  0.00
H (3.81, 3.37, -2.06)  0.00
H (3.90, 0.67, -4.21)  0.00
H (2.62, 1.90, -4.29)  0.00
H (2.19, 0.19, -4.12)  -0.01
C (-2.96, -4.18, -0.69)  0.00
C (-2.98, -3.46, 0.63)  0.00
C (-4.03, -2.62, 0.96)  0.00
C (-4.06, -1.96, 2.19)  0.00
C (-3.03, -2.18, 3.09)  0.00
C (-1.98, -3.03, 2.78)  0.00
C (-1.95, -3.65, 1.55)  0.00
S (-3.06, -1.37, 4.67)  0.00
O (-2.72, -2.36, 5.66)  0.00
O (-4.26, -0.59, 4.77)  0.00
N (-1.81, -0.32, 4.59)  0.00
C (-2.03, 1.01, 4.03)  0.00
C (-0.67, 1.55, 3.59)  0.01
C (-0.27, 0.80, 2.33)  0.00
O (0.02, -0.39, 2.44)  0.01
O (-0.30, 1.45, 1.23)  0.04
H (-3.51, -3.63, -1.45)  0.00
H (-3.41, -5.17, -0.61)  0.00
H (-1.93, -4.32, -1.05)  0.00
H (-4.84, -2.46, 0.26)  0.00
H (-4.87, -1.30, 2.45)  0.00
H (-1.19, -3.20, 3.50)  0.00
H (-1.12, -4.31, 1.30)  0.00
H (-0.98, -0.75, 4.20)  0.00
H (-2.49, 1.66, 4.78)  0.00
H (-2.71, 0.97, 3.17)  0.00
H (0.07, 1.31, 4.37)  0.00
H (-0.68, 2.63, 3.45)  0.00
N (-0.15, -3.38, -5.24)  0.00
C (-0.22, -2.90, -3.98)  0.00
N (-1.39, -3.03, -3.34)  0.00
S (1.09, -2.16, -3.24)  0.01
H (-0.93, -3.85, -5.67)  0.00
H (0.72, -3.32, -5.72)  0.00
H (-2.22, -3.39, -3.78)  0.00
H (-1.46, -2.65, -2.41)  0.00

Computed properties:
Charge: 0
HOMO (spin up / spin down) (eV): -7.21 / -8.50
Multiplicity: 4
Relative energy (zero: lowest compared OMol25 entry of this formula, charge and spin) (eV): 0.000



(6)
C5H6S2 | the ωB97M-V functional and the def2-TZVPD basis

Last column: Mulliken charge in e.
CARTESIAN COORDINATES (ANGSTROEM)
C (0.39, -1.19, 0.37)  -0.88
C (0.79, 0.02, 0.82)  0.54
C (0.10, -2.32, 0.36)  -0.06
C (2.39, -0.24, -1.07)  -0.56
C (-1.68, 1.27, -0.32)  -0.84
S (2.19, 0.80, 0.17)  -0.04
S (-0.46, 1.09, 1.09)  -0.08
H (-0.04, -3.33, 0.26)  0.53
H (3.29, -0.01, -1.58)  0.25
H (-2.26, 0.37, -0.46)  0.33
H (-2.30, 2.11, -0.05)  0.33
H (-1.19, 1.32, -1.33)  0.29
H (-1.22, 0.13, 1.73)  0.20

Computed properties:
Charge: 0
HOMO (eV): -7.47
Multiplicity: 1
Relative energy (zero: lowest compared OMol25 entry of this formula, charge and spin) (eV): 6.930



(7)
C5H7N | the ωB97M-V functional and the def2-TZVPD basis

Last column: Mulliken charge in e.
CARTESIAN COORDINATES (ANGSTROEM)
C (1.07, -0.15, -0.56)  -0.31
C (0.38, 1.00, -0.60)  -0.26
C (-1.04, 1.12, -0.01)  -0.65
N (-1.48, -0.27, -0.03)  -0.52
C (-0.67, -0.82, 0.79)  -0.03
C (0.52, -1.43, 0.14)  -0.54
H (2.05, -0.24, -1.02)  0.35
H (0.81, 1.88, -1.09)  0.37
H (-0.96, 1.58, 1.00)  0.28
H (-1.69, 1.71, -0.65)  0.35
H (-0.51, -0.39, 1.80)  0.36
H (1.25, -1.80, 0.86)  0.30
H (0.27, -2.19, -0.61)  0.29

Computed properties:
Charge: 0
HOMO (eV): -8.31
Multiplicity: 1
Relative energy (zero: lowest compared OMol25 entry of this formula, charge and spin) (eV): 3.335



(8)
C54H49CdClF3N11O4PSb | the ωB97M-V functional and the def2-TZVPD basis

Last column: Mulliken charge in e.
CARTESIAN COORDINATES (ANGSTROEM)
Cd (-0.05, 0.02, -0.78)  5.88
O (0.56, -2.10, 5.14)  -0.63
C (1.24, -0.97, 5.40)  0.19
O (1.75, -0.74, 6.46)  -0.60
C (1.29, -0.02, 4.26)  0.74
C (1.84, 1.26, 4.27)  -0.25
Cl (2.48, 2.12, 5.58)  -0.14
N (1.67, 1.79, 3.02)  0.39
N (1.04, 0.91, 2.22)  0.37
C (0.81, -0.16, 2.96)  -0.66
C (0.08, -1.29, 2.35)  -0.52
O (-0.28, -2.24, 3.08)  -0.80
O (-0.15, -1.19, 1.10)  0.77
C (2.09, 3.03, 2.42)  0.40
C (3.03, 3.87, 2.99)  -0.57
C (3.37, 5.05, 2.33)  -1.16
C (2.80, 5.38, 1.12)  -1.04
C (1.87, 4.52, 0.55)  -0.47
C (1.52, 3.35, 1.19)  0.95
H (0.25, -2.12, 4.22)  0.47
H (3.52, 3.64, 3.92)  0.49
H (4.11, 5.70, 2.78)  0.44
H (3.07, 6.30, 0.62)  0.53
H (1.42, 4.76, -0.41)  0.56
H (0.83, 2.65, 0.74)  -0.53
N (-2.05, 9.64, 3.76)  -0.45
C (-1.92, 8.73, 3.08)  -0.10
C (-1.75, 7.58, 2.23)  0.51
C (-2.27, 7.59, 0.94)  -0.87
C (-2.11, 6.49, 0.12)  -0.68
C (-1.41, 5.39, 0.59)  0.53
C (-0.88, 5.37, 1.87)  0.49
C (-1.06, 6.47, 2.69)  -1.11
N (-1.22, 4.25, -0.26)  0.32
C (-1.09, 4.26, -1.63)  -0.83
C (-0.87, 2.98, -2.00)  -1.73
N (-0.89, 2.17, -0.88)  0.70
C (-1.10, 2.98, 0.14)  -1.72
H (-2.82, 8.45, 0.58)  0.50
H (-2.54, 6.49, -0.87)  0.51
H (-0.30, 4.53, 2.22)  0.39
H (-0.65, 6.47, 3.69)  0.49
H (-1.13, 5.17, -2.21)  0.58
H (-0.73, 2.58, -2.99)  0.86
H (-1.18, 2.67, 1.17)  0.85
F (-0.25, -6.94, -5.80)  -0.32
C (0.07, -5.99, -4.91)  0.13
C (1.35, -5.49, -4.90)  -0.75
C (1.68, -4.51, -3.97)  -0.87
C (0.72, -4.04, -3.07)  0.57
C (-0.57, -4.56, -3.13)  -0.06
C (-0.91, -5.55, -4.04)  -0.82
Sb (1.20, -2.59, -1.59)  -0.69
C (3.22, -2.26, -2.14)  0.37
C (3.47, -1.23, -3.06)  -0.59
C (4.75, -1.00, -3.53)  -0.55
C (5.78, -1.79, -3.05)  0.24
F (7.02, -1.56, -3.49)  -0.35
C (5.56, -2.83, -2.16)  -0.84
C (4.27, -3.06, -1.72)  -0.59
C (1.39, -3.83, 0.12)  0.72
C (0.42, -4.80, 0.35)  -0.72
C (0.44, -5.55, 1.52)  -0.81
C (1.43, -5.31, 2.44)  0.14
F (1.45, -6.03, 3.57)  -0.36
C (2.42, -4.36, 2.24)  -0.77
C (2.39, -3.62, 1.07)  -0.34
H (2.08, -5.86, -5.61)  0.50
H (2.68, -4.11, -3.96)  0.47
H (-1.34, -4.19, -2.46)  0.45
H (-1.91, -5.96, -4.09)  0.51
H (2.66, -0.61, -3.42)  0.32
H (4.97, -0.22, -4.25)  0.48
H (6.40, -3.44, -1.84)  0.50
H (4.10, -3.88, -1.04)  0.57
H (-0.35, -5.00, -0.38)  0.43
H (-0.30, -6.32, 1.71)  0.54
H (3.18, -4.22, 2.99)  0.53
H (3.16, -2.88, 0.91)  0.48
C (2.70, 2.48, -2.43)  -1.30
C (2.99, 1.56, -1.30)  -0.80
N (2.16, 0.73, -0.70)  1.24
C (2.90, 0.05, 0.25)  0.99
C (4.19, 0.47, 0.21)  -2.14
N (4.23, 1.43, -0.78)  0.32
H (1.62, 2.58, -2.56)  -0.11
H (3.13, 2.10, -3.36)  0.38
H (3.12, 3.47, -2.25)  0.45
H (2.45, -0.68, 0.90)  -0.33
H (5.05, 0.19, 0.78)  0.55
H (5.04, 1.94, -1.07)  0.25
C (-3.14, -0.13, -5.10)  -0.40
C (-2.07, -1.01, -5.00)  -1.11
C (-1.36, -1.07, -3.81)  -0.47
N (-1.66, -0.33, -2.74)  0.53
C (-2.70, 0.50, -2.85)  -0.40
C (-3.46, 0.64, -3.99)  -1.34
H (-3.70, -0.05, -6.02)  0.45
H (-1.78, -1.64, -5.83)  0.54
H (-0.52, -1.74, -3.72)  0.51
H (-2.94, 1.08, -1.96)  0.71
H (-4.29, 1.33, -4.02)  0.51
C (-5.41, -2.49, 1.19)  -0.80
N (-4.06, -2.86, 1.81)  0.10
C (-3.93, -2.11, 3.15)  -0.83
N (-4.11, -0.72, 2.97)  0.19
C (-5.40, -0.44, 2.35)  -1.01
N (-5.54, -1.08, 1.05)  0.27
C (-4.61, -0.52, 0.06)  -1.60
P (-2.82, -0.73, 0.51)  1.48
C (-2.92, -2.53, 0.89)  -0.85
C (-3.00, -0.10, 2.25)  -1.14
H (-6.17, -2.89, 1.86)  0.37
H (-5.46, -3.00, 0.22)  0.36
H (-4.04, -3.86, 2.01)  0.38
H (-2.94, -2.35, 3.55)  0.41
H (-4.71, -2.52, 3.80)  0.38
H (-5.51, 0.64, 2.23)  0.39
H (-6.19, -0.80, 3.01)  0.35
H (-4.84, 0.54, -0.05)  0.49
H (-4.80, -0.99, -0.91)  0.47
H (-1.99, -2.85, 1.38)  -0.16
H (-3.06, -3.10, -0.03)  0.44
H (-3.15, 0.98, 2.22)  0.49
H (-2.08, -0.28, 2.80)  0.24

Computed properties:
Charge: +2
HOMO (eV): -12.96
Multiplicity: 1
Relative energy (zero: lowest compared OMol25 entry of this formula, charge and spin) (eV): 0.947